{"formula": "C9H11NO", "method": "wB97M-V/def2-TZVPD", "e_above_lowest_kj_mol": 292.6, "energy_ev": -13046.0418, "homo_ev": -9.25, "homo_lumo_gap_ev": 10.0, "species": ["C", "C", "C", "C", "C", "C", "C", "C", "C", "H", "H", "H", "H", "H", "H", "H", "H", "H", "H", "H", "N", "O"], "positions_angstrom": [[0.018, -2.300, 0.471], [1.418, -2.619, -1.600], [0.722, -0.306, -0.955], [-0.073, 0.558, -0.025], [-1.398, 0.675, -0.072], [-2.155, 1.446, 0.754], [-1.437, 2.143, 1.777], [-0.105, 2.092, 1.834], [0.618, 1.267, 0.963], [-0.824, -2.865, 0.139], [0.809, -2.928, 0.704], [-0.497, -1.397, 1.230], [0.650, -3.324, -2.200], [2.078, -3.199, -1.177], [1.795, -1.869, -2.536], [-1.818, 0.011, -0.868], [-3.111, 1.624, 0.601], [-2.226, 2.786, 2.320], [0.439, 2.552, 2.603], [1.857, 1.156, 1.072], [0.642, -1.658, -0.779], [1.339, 0.166, -1.916]], "atomic_forces_ev_per_a": [[-1.712, 4.668, -0.997], [-5.788, 5.020, -7.039], [0.333, -0.555, -1.934], [3.940, 0.471, 1.567], [-2.876, -2.053, -2.676], [5.588, 0.373, 1.780], [-5.658, 0.823, -1.193], [2.146, -1.150, -0.034], [2.878, -0.229, -0.040], [-0.629, -0.596, -0.182], [1.046, -1.138, 2.020], [2.284, -3.021, -1.939], [1.487, 1.350, 1.518], [3.779, -2.537, 2.681], [-0.360, -2.351, 2.797], [-0.378, 0.886, 0.640], [-4.452, 0.442, -0.479], [2.253, -0.707, -0.019], [0.566, 0.882, 0.921], [-3.703, 0.409, -0.356], [-0.353, -1.084, 1.913], [-0.389, 0.100, 1.052]]}